# C4H7NO2

The molecule C4H7NO2 in a non-equilibrium geometry (ωB97M-V/def2-TZVPD, the OMol25 dataset).

Each atom is followed by the atoms it is bonded to, with distances in Å.
Atoms and positions in Å:
1 O -0.0455 -2.0698 2.3079  C6 1.199
2 O 0.4951 -0.0908 1.2372  C4 1.485, C6 1.426
3 N -0.7027 -1.6038 0.1232  C5 1.446, C6 1.364, H10 1.009
4 C -0.1745 0.5834 0.0964  O2 1.485, C5 1.487, C7 1.519, H11 1.087
5 C -0.1099 -0.6277 -0.7635  N3 1.446, C4 1.487, H13 1.283, H14 1.120
6 C -0.1170 -1.3746 1.3334  O1 1.199, O2 1.426, N3 1.364
7 C 0.5218 1.7743 -0.5396  C4 1.519, H8 1.088, H9 1.102, H12 1.097
8 H 0.7479 2.5393 0.2010  C7 1.088
9 H -0.1604 2.2156 -1.2837  C7 1.102
10 H -1.0978 -2.4948 -0.1386  N3 1.009
11 H -1.1475 0.8486 0.5013  C4 1.087
12 H 1.4370 1.4977 -1.0778  C7 1.097
13 H 1.0893 -0.6296 -0.3066  C5 1.283
14 H -0.7358 -0.5678 -1.6906  C5 1.120

The energy above the lowest of the compared OMol25 structures with the same formula, charge and spin is 222.1 kJ/mol. Its SMILES is C[C@H]1CNC(=O)O1. For the HOMO-LUMO gap, the calculation gives 10.51 eV. The total energy comes out at -9844.9775 eV.

Atomic partial charges in e from the Mulliken method, atoms 1 to 2:
1. O -0.5567
2. O -0.3893